Record 1
DFT (wB97M-V/def2-TZVPD) results for 2 unconnected molecules or ions with the total composition C2H3NOS.

```
8
C2H3NOS | the OMol25 dataset | wB97M-V/def2-TZVPD
C 2.13972 -1.26167 0.59858
C -2.29788 0.86347 -0.29449
N -1.88177 1.48527 -1.13314
O -1.13374 1.94858 -1.89138
S 0.89907 -0.78620 1.59801
H 2.05725 -1.14345 -0.38464
H 3.12132 -1.70077 1.02474
H -2.90396 0.59477 0.48232
```

As for the total charge: 0. The value obtained for the energy above the lowest of the compared OMol25 structures with the same formula, charge and spin is 4.7134 eV. The calculation puts the LUMO energy (spin up / spin down) at -0.7 / -0.7 eV. The molecular weight is 89.119 g/mol. As for the total energy: -606.01415 Ha. As for the SMILES: C#[N+][O-].C=S. Its HOMO-LUMO gap (spin up / spin down) is 8.40 / 8.39 eV.

Atomic partial charges in e from the Mulliken method, atoms 1 to 6: atom 1 (C): -0.35, atom 2 (C): -0.33, atom 3 (N): 0.60, atom 4 (O): -0.62, atom 5 (S): -0.17, atom 6 (H): 0.29

---

Record 2
DFT (wB97M-V/def2-TZVPD) results for a single C2H3NOS molecule.

```
8
C2H3NOS | the OMol25 dataset | wB97M-V/def2-TZVPD
C -0.60498 -0.00476 -1.14996
C 0.48551 -0.32920 0.84575
N -0.50265 0.61123 0.24671
O -1.09781 0.38211 -2.15904
S 0.49117 -1.39548 -0.67950
H 1.57822 0.01061 1.20268
H -0.07790 -0.85630 1.66997
H -0.27156 1.58178 0.02339
```

As for the total charge: 0. The value obtained for the energy above the lowest of the compared OMol25 structures with the same formula, charge and spin is 0.6971 eV. The calculation puts the LUMO energy at 0.5 eV. The molecular weight is 89.119 g/mol. As for the total energy: -606.16175 Ha. As for the SMILES: O=C1NCS1. Its HOMO-LUMO gap is 10.40 eV.

Atomic partial charges in e from the Mulliken method, atoms 1 to 6: atom 1 (C): 0.44, atom 2 (C): -0.22, atom 3 (N): -0.40, atom 4 (O): -0.46, atom 5 (S): -0.13, atom 6 (H): 0.26